{
  "formula": "C19H10ClCoI2NO",
  "method": "the ωB97M-V functional and the def2-TZVPD basis",
  "multiplicity": 4,
  "homo_energy_ev": [-7.801, -7.868],
  "s2": 3.763,
  "charge": 0,
  "e_tot_ha": -3298.39227,
  "max_force_ev_per_a": 0.51,
  "orbital_gap_ev": [7.3, 7.2],
  "molar_mass_g_mol": 616.489,
  "symbols": ["Co", "Cl", "C", "C", "C", "I", "C", "O", "C", "N", "C", "C", "C", "C", "H", "H", "H", "H", "I", "C", "C", "C", "C", "C", "C", "C", "C", "C", "C", "H", "H", "H", "H", "H", "H"],
  "xyz": [[-0.18928, 0.16779, 0.00122], [3.42620, 6.06516, -0.00145], [2.92745, 4.39535, -0.00112], [3.86237, 3.40638, -0.00195], [3.49129, 2.04423, -0.00179], [4.96553, 0.58940, -0.00312], [2.16818, 1.65156, -0.00071], [1.75220, 0.41963, -0.00062], [1.19337, 2.71061, 0.00017], [-0.11162, 2.30939, 0.00111], [-1.06160, 3.21599, 0.00181], [-0.79886, 4.59348, 0.00165], [0.50017, 5.01683, 0.00074], [1.54808, 4.07305, -0.00006], [4.91130, 3.67041, -0.00279], [-2.08507, 2.85890, 0.00254], [-1.62045, 5.29547, 0.00226], [0.73907, 6.07187, 0.00057], [-2.87710, 0.02894, -0.00078], [-2.73862, -2.05420, -0.00090], [-3.89965, -2.76326, -0.00195], [-3.82301, -4.17581, -0.00194], [-2.60726, -4.78986, -0.00091], [-1.40340, -4.04005, 0.00018], [-0.14322, -4.68832, 0.00123], [1.00507, -3.95631, 0.00219], [0.94989, -2.54134, 0.00220], [-0.23538, -1.84240, 0.00130], [-1.43615, -2.61977, 0.00024], [-4.86131, -2.26906, -0.00277], [-4.73579, -4.75691, -0.00278], [-2.54347, -5.87201, -0.00091], [-0.11461, -5.77211, 0.00121], [1.96496, -4.45829, 0.00296], [1.88071, -1.98470, 0.00299]]
}

{
  "formula": "C19H11Br2ClO3",
  "method": "the ωB97M-V functional and the def2-TZVPD basis",
  "smiles": "C/C(Br)=C(/Br)c1ccc2c(c1)C(=O)c1c(CC(=O)Cl)cccc1C2=O",
  "homo_energy_ev": -9.042,
  "charge": 0,
  "e_tot_ha": -6564.20788,
  "max_force_ev_per_a": 4.93,
  "orbital_gap_ev": 7.6,
  "molar_mass_g_mol": 482.555,
  "symbols": ["C", "C", "Br", "C", "Br", "C", "C", "C", "C", "C", "C", "C", "O", "C", "C", "C", "C", "O", "Cl", "C", "C", "C", "C", "C", "O", "H", "H", "H", "H", "H", "H", "H", "H", "H", "H", "H"],
  "xyz": [[-3.62666, 2.38176, -0.21388], [-3.82008, 3.03399, 1.23983], [-5.20308, 4.48504, 1.33633], [-3.09129, 2.65269, 2.40599], [-3.54354, 3.56470, 4.10160], [-1.99428, 1.51598, 2.24479], [-2.19012, 0.22066, 3.11491], [-1.18408, -0.97952, 3.01415], [-0.01168, -0.82826, 2.01885], [0.17038, 0.47107, 1.14584], [-0.80837, 1.66420, 1.24409], [1.42361, 0.43078, 0.12695], [2.19617, 1.41096, -0.05630], [1.62552, -0.99845, -0.59833], [1.96371, -1.06386, -2.12328], [2.10690, 0.26150, -3.03307], [3.69670, 0.48400, -3.24006], [4.44716, -0.50831, -3.30312], [4.48817, 2.13204, -3.38049], [2.12097, -2.51900, -2.70242], [1.98710, -3.80643, -1.83690], [1.63644, -3.71561, -0.31169], [1.44707, -2.29861, 0.27420], [1.04772, -2.03277, 1.81693], [1.49584, -2.69983, 2.77793], [-4.52417, 2.64277, -0.88737], [-3.41885, 1.26068, -0.18479], [-2.70841, 2.86614, -0.72583], [-3.07674, 0.08449, 3.83063], [-1.29393, -1.94824, 3.59679], [-0.63002, 2.55935, 0.56525], [1.55119, 0.10444, -4.02750], [1.71107, 1.19102, -2.47152], [2.34639, -2.57090, -3.82976], [2.14464, -4.83663, -2.30469], [1.51852, -4.61181, 0.37599]]
}

{
  "formula": "C19H11Br3CoN9OS2",
  "method": "the ωB97M-V functional and the def2-TZVPD basis",
  "multiplicity": 4,
  "homo_energy_ev": [-4.408, -4.514],
  "s2": 3.761,
  "charge": -1,
  "e_tot_ha": -11199.99205,
  "max_force_ev_per_a": 0.15,
  "relative_energy_kj_mol": 0.0,
  "orbital_gap_ev": [6.4, 6.5],
  "molar_mass_g_mol": 744.138,
  "symbols": ["Co", "Br", "C", "C", "C", "Br", "C", "C", "C", "C", "N", "C", "C", "O", "H", "H", "H", "H", "S", "C", "C", "N", "C", "S", "C", "N", "N", "N", "N", "C", "N", "N", "H", "H", "H", "Br", "C", "C", "C", "N", "C", "C", "H", "H", "H", "H"],
  "xyz": [[0.00784, -0.02551, 0.02744], [1.16471, 4.82162, -0.89154], [2.35168, 3.37219, -0.64273], [3.73259, 3.60978, -0.68886], [4.62588, 2.59380, -0.50614], [6.48708, 2.97743, -0.57254], [4.17749, 1.27231, -0.26865], [5.00674, 0.14931, -0.05711], [4.44403, -1.07442, 0.16681], [3.04311, -1.19881, 0.17593], [2.24749, -0.17662, -0.02420], [2.78495, 1.05049, -0.23568], [1.81964, 2.10955, -0.41571], [0.56391, 1.83996, -0.35280], [4.08480, 4.61610, -0.86818], [6.08114, 0.27348, -0.07073], [5.05635, -1.94912, 0.33710], [2.57375, -2.15979, 0.34771], [0.01905, -1.17069, 2.05915], [-1.69846, -1.12793, 2.47010], [-2.05540, -0.16352, 3.46301], [-2.30005, 0.64860, 4.24558], [-2.67645, -1.87085, 1.86653], [-2.51491, -3.01364, 0.59816], [-4.03654, -1.61845, 2.29310], [-5.12785, -1.43986, 2.61446], [0.57668, -3.43322, -0.33758], [0.14030, -2.80252, -1.48437], [-0.11451, -3.44564, -2.58827], [-0.43782, -2.44604, -3.40921], [-0.36281, -1.25561, -2.82188], [0.00399, -1.50881, -1.58084], [0.03964, -4.29522, -0.28999], [0.23070, -2.85685, 0.45358], [-0.71992, -2.59526, -4.43579], [-6.38127, 2.03701, 0.45933], [-4.59644, 1.46504, 0.23981], [-4.31185, 0.41805, -0.61433], [-2.99207, 0.01628, -0.72612], [-2.00125, 0.60609, -0.05845], [-2.29574, 1.62455, 0.75458], [-3.58228, 2.08987, 0.94275], [-5.09001, -0.09859, -1.15525], [-2.72291, -0.82429, -1.34871], [-1.46711, 2.06818, 1.29234], [-3.77784, 2.89159, 1.63819]]
}

{
  "formula": "C19H11F3N2O4S",
  "method": "the ωB97M-V functional and the def2-TZVPD basis",
  "smiles": "O=C1C(=O)N(Cc2ccc(Oc3nccs3)cc2)c2ccc(OC(F)(F)F)cc21",
  "homo_energy_ev": -8.870,
  "charge": 0,
  "e_tot_ha": -1838.87870,
  "max_force_ev_per_a": 5.31,
  "relative_energy_kj_mol": 0.0,
  "orbital_gap_ev": 7.5,
  "molar_mass_g_mol": 420.368,
  "symbols": ["O", "C", "C", "O", "N", "C", "C", "C", "C", "C", "O", "C", "N", "C", "C", "S", "C", "C", "C", "C", "C", "C", "O", "C", "F", "F", "F", "C", "C", "H", "H", "H", "H", "H", "H", "H", "H", "H", "H", "H"],
  "xyz": [[3.43678, -3.27930, 0.64487], [2.49762, -2.76728, 0.01843], [1.01190, -2.86095, 0.15204], [0.38899, -3.64364, 0.89543], [0.38594, -1.97552, -0.69959], [-1.08660, -1.72392, -0.70760], [-1.44156, -0.56625, 0.22446], [-1.33232, 0.73781, -0.26943], [-1.59915, 1.83511, 0.55153], [-2.10644, 1.63201, 1.88155], [-2.33564, 2.76511, 2.61952], [-3.42699, 2.86622, 3.46881], [-3.45334, 3.76528, 4.44563], [-4.65802, 3.74766, 5.14156], [-5.60144, 2.86786, 4.64359], [-4.93806, 1.97504, 3.28760], [-2.20613, 0.31062, 2.38251], [-1.83105, -0.77792, 1.56552], [1.40532, -1.36391, -1.47130], [1.31017, -0.33992, -2.43628], [2.48403, 0.11963, -3.03867], [3.73043, -0.40118, -2.79676], [4.85225, 0.04054, -3.47570], [5.32023, -0.80929, -4.56496], [6.56548, -0.45874, -4.87807], [5.40808, -2.11490, -4.17836], [4.49226, -0.70186, -5.63796], [3.81936, -1.42524, -1.79331], [2.65119, -1.83123, -1.12244], [-1.56356, -2.63144, -0.35743], [-1.42470, -1.49984, -1.71658], [-0.99655, 0.92585, -1.25684], [-1.50436, 2.82176, 0.09488], [-4.83359, 4.43108, 5.97448], [-6.59012, 2.77313, 5.06785], [-2.54613, 0.12364, 3.40460], [-1.88406, -1.77481, 1.97897], [0.40922, 0.14180, -2.71870], [2.35953, 0.88050, -3.77990], [4.83104, -1.81349, -1.54394]]
}

{
  "formula": "C19H11F5I2N2OSTi",
  "method": "the ωB97M-V functional and the def2-TZVPD basis",
  "multiplicity": 2,
  "homo_energy_ev": [-11.213, -11.223],
  "s2": 0.753,
  "charge": 1,
  "e_tot_ha": -3257.60508,
  "max_force_ev_per_a": 1.56,
  "relative_energy_kj_mol": 26.9,
  "orbital_gap_ev": [7.4, 7.6],
  "molar_mass_g_mol": 712.042,
  "symbols": ["Ti", "I", "C", "C", "C", "I", "C", "O", "C", "C", "N", "C", "C", "C", "C", "C", "C", "N", "C", "H", "H", "H", "H", "H", "H", "H", "H", "H", "H", "H", "F", "C", "C", "F", "C", "F", "C", "S", "C", "F", "C", "F"],
  "xyz": [[0.83193, -0.71025, -0.17253], [-6.01571, 2.30782, 0.35571], [-4.30009, 1.17775, 0.10652], [-4.39275, -0.20016, -0.02543], [-3.24610, -0.95873, -0.21026], [-3.45183, -3.00433, -0.44675], [-2.00276, -0.34585, -0.25598], [-0.87714, -1.10304, -0.48170], [-1.89712, 1.03949, -0.10314], [-0.61940, 1.85864, 0.04565], [0.63854, 1.35491, -0.60877], [0.68758, 1.54800, -2.09109], [0.83744, 0.25316, -2.85927], [0.52793, 0.18011, -4.20430], [0.70619, -1.02340, -4.86213], [1.17932, -2.12749, -4.16985], [1.45097, -1.98589, -2.82930], [1.29439, -0.81443, -2.18913], [-3.06115, 1.78928, 0.06502], [-5.35774, -0.68654, 0.00123], [-0.38118, 1.95853, 1.10454], [-0.83066, 2.85620, -0.33782], [1.40044, 1.88268, -0.19866], [1.53399, 2.18918, -2.33809], [-0.21524, 2.06352, -2.41546], [0.14940, 1.05022, -4.72402], [0.46672, -1.10527, -5.91492], [1.32301, -3.08421, -4.65057], [1.80479, -2.81568, -2.23168], [-2.98797, 2.86463, 0.17662], [1.42132, 0.23205, 6.43487], [1.72789, -0.13655, 5.20305], [0.76578, -0.10056, 4.20906], [-0.46963, 0.30098, 4.47419], [1.13745, -0.49221, 2.94485], [0.16083, -0.46480, 1.96785], [2.39706, -0.91571, 2.58653], [2.81045, -1.41399, 0.92478], [3.33486, -0.93620, 3.60558], [4.57872, -1.33188, 3.36796], [3.01002, -0.55724, 4.89826], [3.92943, -0.59275, 5.84856]]
}

{
  "formula": "C19H12CoN4O4S3Sb",
  "method": "the ωB97M-V functional and the def2-TZVPD basis",
  "multiplicity": 2,
  "homo_energy_ev": [-5.659, -5.660],
  "s2": 0.965,
  "charge": -1,
  "e_tot_ha": -4069.03445,
  "max_force_ev_per_a": 1.89,
  "relative_energy_kj_mol": 0.0,
  "orbital_gap_ev": [7.1, 7.0],
  "molar_mass_g_mol": 637.223,
  "symbols": ["Co", "O", "C", "O", "C", "C", "C", "C", "C", "N", "C", "O", "O", "H", "H", "H", "S", "Sb", "S", "S", "N", "C", "C", "C", "C", "C", "C", "N", "C", "C", "C", "C", "N", "C", "C", "H", "H", "H", "H", "H", "H", "H", "H", "H"],
  "xyz": [[0.13419, 0.02779, -0.30642], [-2.57925, 2.28226, 1.70053], [-1.78476, 1.47738, 1.25430], [-1.37984, 1.33248, 0.04048], [-1.13018, 0.46183, 2.17053], [-1.65540, -0.07096, 3.33287], [-0.95762, -1.10315, 3.95195], [0.25462, -1.53581, 3.42617], [0.70331, -0.95182, 2.25634], [0.00451, 0.00476, 1.65823], [1.92460, -1.37406, 1.44517], [2.72318, -2.15336, 1.94834], [1.93838, -0.85742, 0.27784], [-2.60009, 0.30323, 3.70157], [-1.37354, -1.58612, 4.82783], [0.83516, -2.33403, 3.86749], [-3.28006, 2.17668, -3.48372], [-2.24356, 0.40398, -2.64220], [0.06668, 0.62822, -2.46173], [-3.52659, -0.95179, -1.41092], [-0.65280, -7.02448, 0.77648], [-0.38887, -8.34629, 0.49178], [-0.85337, -9.54177, 1.03252], [-0.39323, -10.70758, 0.45275], [0.50346, -10.68308, -0.62907], [0.96197, -9.49282, -1.15668], [0.50431, -8.30574, -0.58559], [0.76042, -6.99143, -0.94384], [0.05153, -6.26749, -0.12480], [-0.06989, -4.80145, -0.19865], [0.63539, -4.10510, -1.17097], [0.43678, -2.74391, -1.29826], [-0.40535, -2.05449, -0.52314], [-1.06388, -2.71992, 0.42008], [-0.92807, -4.08111, 0.61964], [-1.25010, -6.67926, 1.50485], [-1.55008, -9.55995, 1.86098], [-0.73421, -11.66109, 0.83447], [0.83447, -11.62116, -1.05542], [1.64903, -9.46525, -1.99199], [1.32506, -4.63502, -1.81174], [0.96634, -2.16644, -2.04438], [-1.75962, -2.14047, 1.01588], [-1.50431, -4.55181, 1.40604]]
}

{
  "formula": "C19H12MoN5O2Se",
  "method": "the ωB97M-V functional and the def2-TZVPD basis",
  "homo_energy_ev": [-11.141, -11.091],
  "charge": 1,
  "e_tot_ha": -3624.87755,
  "max_force_ev_per_a": 3.03,
  "orbital_gap_ev": [5.6, 5.4],
  "molar_mass_g_mol": 517.238,
  "symbols": ["Mo", "O", "C", "N", "C", "C", "C", "C", "C", "C", "N", "C", "O", "C", "C", "C", "C", "C", "N", "C", "C", "C", "C", "C", "N", "H", "H", "H", "H", "H", "H", "H", "H", "H", "H", "H", "H", "Se", "C", "N"],
  "xyz": [[0.15830, -0.48738, 0.00009], [2.66710, 2.92662, -0.00021], [2.19190, 1.81082, -0.00011], [0.85730, 1.44602, -0.00001], [-0.06210, 2.49162, -0.00001], [0.20480, 3.86692, -0.00001], [-0.82350, 4.78422, -0.00001], [-2.14580, 4.35462, -0.00001], [-2.43860, 3.00812, -0.00001], [-1.41430, 2.05232, -0.00001], [-1.54350, 0.66602, -0.00001], [-2.83710, 0.17632, -0.00011], [-3.87850, 0.80042, -0.00011], [-2.89530, -1.30028, 0.00009], [-4.14680, -1.91218, -0.00001], [-4.22560, -3.29108, -0.00001], [-3.02450, -3.98598, 0.00009], [-1.82910, -3.28938, 0.00019], [-1.73030, -1.95338, 0.00019], [3.10660, 0.64982, 0.00009], [4.47880, 0.89032, -0.00001], [5.35300, -0.17898, -0.00001], [4.78970, -1.44718, 0.00009], [3.41330, -1.58618, 0.00019], [2.54800, -0.56338, 0.00019], [1.21350, 4.23642, 0.00009], [-0.59240, 5.83702, 0.00009], [-2.95150, 5.07052, 0.00009], [-3.47180, 2.71412, -0.00001], [-5.02520, -1.28618, -0.00001], [-5.17060, -3.80888, -0.00001], [-2.99600, -5.06278, 0.00009], [-0.92340, -3.86878, 0.00029], [4.82160, 1.91312, -0.00011], [6.42190, -0.04238, -0.00001], [5.39970, -2.33508, 0.00009], [3.02100, -2.58718, 0.00029], [1.63300, -5.02618, -0.00011], [1.10850, -3.41168, -0.00051], [0.73780, -2.27098, -0.00071]]
}

{
  "formula": "C19H13AgN3O3S",
  "method": "the ωB97M-V functional and the def2-TZVPD basis",
  "homo_energy_ev": -4.762,
  "charge": -1,
  "e_tot_ha": -1667.01274,
  "max_force_ev_per_a": 0.61,
  "orbital_gap_ev": 7.3,
  "molar_mass_g_mol": 471.266,
  "symbols": ["Ag", "C", "C", "C", "C", "C", "C", "N", "N", "C", "C", "C", "C", "C", "C", "H", "H", "H", "H", "H", "H", "H", "H", "H", "O", "C", "N", "S", "O", "O", "C", "C", "C", "C", "C", "C", "H", "H", "H", "H"],
  "xyz": [[-0.58521, -0.46848, 0.88359], [0.38354, 1.79001, -4.99026], [0.86949, 1.95723, -3.70179], [0.43565, 1.12096, -2.68299], [-0.47905, 0.11276, -2.95186], [-0.97079, -0.05740, -4.24241], [-0.53918, 0.78020, -5.25511], [-0.85623, -0.67972, -1.82463], [-1.57245, -1.65184, -2.08361], [-1.99193, -2.45267, -0.97932], [-2.70728, -3.58283, -1.37854], [-3.19989, -4.46580, -0.43765], [-2.97397, -4.20011, 0.90727], [-2.26161, -3.06692, 1.28971], [-1.74173, -2.14949, 0.36887], [0.71682, 2.44338, -5.78693], [1.58470, 2.74119, -3.48800], [0.79708, 1.23025, -1.66717], [-1.68814, -0.84638, -4.42494], [-0.92481, 0.64918, -6.25893], [-2.86098, -3.74777, -2.43999], [-3.75395, -5.34410, -0.74603], [-3.35832, -4.87873, 1.66190], [-2.10955, -2.89915, 2.35016], [2.75682, -0.98497, 1.90168], [2.11288, -0.11162, 2.44634], [1.17084, 0.69780, 1.86295], [0.57189, 1.79293, 2.88770], [-0.86370, 1.62350, 2.96828], [1.05249, 3.12964, 2.64114], [1.39231, 1.18958, 4.33882], [1.32390, 1.60334, 5.65391], [2.13707, 0.95083, 6.57329], [2.99342, -0.07340, 6.17115], [3.05097, -0.46955, 4.84021], [2.23601, 0.17726, 3.93047], [0.65847, 2.40097, 5.95722], [2.10266, 1.24272, 7.61558], [3.61738, -0.56575, 6.90673], [3.70344, -1.26372, 4.50073]]
}